(1)
{"formula": "H18HeO9", "method": "wB97M-V/def2-TZVPD", "total_charge": 0, "e_lumo_ev": -0.31, "orbital_gap_ha": 0.359, "elements": ["He", "O", "H", "H", "O", "H", "H", "O", "H", "H", "O", "H", "H", "O", "H", "H", "O", "H", "H", "O", "H", "H", "O", "H", "H", "O", "H", "H"], "positions_angstrom": [[-3.78523, 15.80509, 11.14872], [-2.54023, 14.17281, 7.91003], [-1.95023, 14.74324, 8.40273], [-3.11242, 14.77392, 7.43306], [-4.35529, 13.72852, 14.35180], [-3.85000, 14.50430, 14.59488], [-4.60680, 13.33450, 15.18710], [-4.02377, 12.56008, 9.78475], [-3.56779, 13.21667, 9.25826], [-4.89579, 12.50267, 9.39423], [-0.69030, 18.16869, 9.73002], [-0.63363, 17.21555, 9.79747], [0.12409, 18.48575, 10.12049], [-6.48758, 16.83906, 13.12794], [-5.85708, 16.17954, 12.83857], [-6.01512, 17.66877, 13.06015], [-2.76052, 19.49812, 11.05155], [-2.02434, 19.03835, 10.64797], [-3.15920, 19.98971, 10.33348], [-3.25180, 16.55401, 14.76904], [-2.64040, 15.93913, 14.36364], [-2.74038, 16.98441, 15.45419], [-4.63434, 19.11441, 13.19961], [-3.96012, 18.76284, 13.78104], [-4.17706, 19.28188, 12.37555], [-0.58154, 15.47491, 9.71284], [-0.42468, 14.81833, 10.39147], [0.08376, 15.29669, 9.04813]]}



(2)
{"formula": "H18Na4O13S", "method": "wB97M-V/def2-TZVPD", "total_charge": 1, "multiplicity": 2, "e_lumo_ev": [-4.38, -4.70], "orbital_gap_ha": [0.165, 0.287], "elements": ["Na", "Na", "Na", "Na", "S", "O", "O", "O", "O", "O", "H", "H", "O", "H", "H", "O", "H", "H", "O", "H", "H", "O", "H", "H", "O", "H", "H", "O", "H", "H", "O", "H", "H", "O", "H", "H"], "positions_angstrom": [[-3.46168, 0.33007, -1.17757], [-1.38425, 0.43878, 3.27260], [-3.99396, -0.97069, 1.77236], [-1.72415, 3.37378, 1.31770], [-0.80163, 0.19058, 0.08401], [-1.01435, 0.78000, -1.21989], [-1.95990, -0.68630, 0.30216], [0.43152, -0.59115, 0.01160], [-0.71771, 1.21826, 1.18475], [1.49258, -1.56538, -2.28205], [0.96351, -1.08233, -2.91686], [1.37393, -1.09015, -1.45967], [2.67880, -1.54936, 0.91639], [1.94982, -1.12474, 0.46415], [3.38576, -1.56379, 0.27123], [0.87875, 3.43642, 1.24609], [1.69378, 3.40340, 1.74695], [0.54572, 2.53935, 1.27022], [-1.21166, 3.31435, -1.39731], [-1.22185, 2.35733, -1.41257], [-1.53612, 3.57159, -2.26032], [0.23578, -3.31252, 0.92410], [0.87388, -3.85737, 0.46344], [0.41306, -2.42349, 0.61683], [1.23622, 0.05033, 3.41751], [1.58884, -0.20828, 2.56604], [1.52042, -0.64133, 4.01506], [-2.52494, -3.30434, 0.64323], [-2.28284, -2.39003, 0.49609], [-1.69095, -3.75515, 0.77538], [-0.19850, 0.33419, -3.77028], [-0.55950, 0.43732, -2.88979], [-0.83005, 0.77151, -4.34134], [2.26888, 1.29601, -0.68361], [2.05229, 1.50157, -1.59304], [1.53061, 0.77144, -0.37376]]}



(3)
{"formula": "H18O9", "method": "wB97M-V/def2-TZVPD", "total_charge": 0, "e_lumo_ev": -0.28, "smiles": "O.O.O.O.O.O.O.O.O", "orbital_gap_ha": 0.383, "elements": ["O", "H", "H", "O", "H", "H", "O", "H", "H", "O", "H", "H", "O", "H", "H", "O", "H", "H", "O", "H", "H", "O", "H", "H", "O", "H", "H"], "positions_angstrom": [[-0.42347, 0.82990, -0.96869], [0.22921, 1.03064, -0.28846], [-0.83288, 0.01130, -0.66658], [2.48398, 1.74807, -0.92721], [3.07920, 2.20474, -1.53232], [1.98805, 2.45867, -0.50521], [-2.06850, -2.44732, -5.09491], [-1.90343, -1.66120, -4.56222], [-1.27910, -2.53007, -5.64172], [1.98948, -1.89196, 1.10077], [1.60695, -1.95764, 0.21853], [2.90336, -2.17418, 0.98173], [-4.03784, 2.71503, 1.55410], [-3.10917, 2.58431, 1.33169], [-4.09722, 2.44927, 2.47867], [0.56648, 3.14048, -2.07017], [0.40842, 3.93843, -1.55317], [-0.08238, 2.51151, -1.73497], [0.07693, -2.25175, 1.87925], [-0.78197, -1.82242, 1.79579], [0.20975, -2.32750, 2.83089], [2.89206, 1.88252, 3.92921], [2.79349, 1.63236, 4.85479], [2.66207, 1.08201, 3.44416], [-2.00834, -3.93394, -0.06786], [-1.06136, -4.06774, -0.18748], [-2.20380, -3.15351, -0.59862]]}



(4)
{"formula": "H18O9", "method": "wB97M-V/def2-TZVPD", "total_charge": 0, "e_lumo_ev": -0.23, "smiles": "O.O.O.O.O.O.O.O.O", "orbital_gap_ha": 0.353, "elements": ["O", "H", "H", "O", "H", "H", "O", "H", "H", "O", "H", "H", "O", "H", "H", "O", "H", "H", "O", "H", "H", "O", "H", "H", "O", "H", "H"], "positions_angstrom": [[-2.41441, 2.84615, -0.25548], [-2.80941, 3.65515, -0.65148], [-1.50741, 2.74615, -0.47848], [0.47859, 2.70415, -1.39248], [0.71059, 2.75915, -0.42048], [0.38059, 3.59115, -1.80348], [-0.02841, -0.53385, 0.21152], [-0.35241, 0.26315, 0.60652], [0.90159, -0.38285, -0.00748], [-0.39041, 1.85715, 1.40652], [0.43659, 1.52215, 1.74752], [-1.07441, 1.89715, 2.01652], [1.78959, -2.02585, 1.64652], [2.62159, -1.71785, 1.28652], [1.05859, -1.47885, 1.32152], [2.35159, -0.81685, -1.08748], [2.55559, 0.10715, -1.24148], [3.17759, -1.19385, -1.31848], [-2.91641, 0.15515, 0.68952], [-2.89941, 0.14415, 1.66452], [-3.47441, 0.92615, 0.46052], [-1.35941, -2.35885, -1.30048], [-2.07841, -2.11885, -1.91848], [-1.18241, -1.62185, -0.73448], [1.93059, -3.86485, -0.44048], [2.32459, -4.12585, 0.35052], [1.76959, -2.93385, -0.35748]]}



Number 1: maximum force 0.829 eV Å⁻¹. Number 2: maximum force 1.943 eV Å⁻¹. Number 3: maximum force 2.824 eV Å⁻¹. Number 4: maximum force 3.360 eV Å⁻¹.